Formula: C20H24AsClIrO6
Source: the Open Molecules 2025 dataset
Level of theory: ωB97M-V with the def2-TZVPD basis set

```
! RIJCOSX wB97M-V def2-TZVPD def2/J DEFGRID3
* xyz 1 1
Ir 0.01170 0.28560 -0.01950
C 4.26680 -0.00030 0.60490
C 2.82620 -0.19810 0.99970
O 2.01770 -0.37790 0.05770
C 2.45320 -0.17030 2.39060
C 3.42190 -0.01910 3.39750
C 3.07360 0.06440 4.72340
C 1.72540 0.05930 5.09430
C 0.74720 -0.08280 4.15330
C 1.06550 -0.26270 2.77950
O 0.11550 -0.54580 1.97410
H 4.31810 0.02960 -0.48120
H 4.89180 -0.81700 0.96460
H 4.64840 0.93660 1.00660
H 4.46400 0.03950 3.12760
H 3.83930 0.16370 5.47450
H 1.46080 0.17850 6.13140
H -0.29780 -0.07180 4.41530
C -0.99200 6.26380 -2.22800
C -0.12480 6.51540 -1.04280
C 0.82750 7.51280 -1.01690
C 1.64530 7.68810 0.09730
Cl 2.79850 8.94910 0.12490
C 1.53220 6.83730 1.19820
C 0.58400 5.84080 1.19730
C -0.26180 5.67460 0.09320
O -1.22440 4.74740 0.01320
C -1.36940 3.80080 1.02400
C -0.13070 2.81420 1.06200
O 0.34450 2.52150 2.14170
O 0.23910 2.44360 -0.08810
H -0.79310 6.97610 -3.02280
H -2.04280 6.31540 -1.94650
H -0.81430 5.25390 -2.59770
H 0.94920 8.15810 -1.87180
H 2.18500 6.96160 2.04620
H 0.51210 5.17690 2.04370
H -2.23400 3.19280 0.74480
H -1.50290 4.24080 2.01870
C -4.74420 -1.09280 -0.03140
As -2.81340 -1.32400 -0.08170
C -2.28120 -2.30200 1.51060
C -2.25770 -2.35640 -1.63970
O -2.17670 0.20570 -0.16950
H -5.24160 -2.06040 -0.01990
H -5.06880 -0.51350 -0.89770
H -4.99230 -0.53740 0.87660
H -2.81090 -3.25140 1.56840
H -2.50700 -1.69190 2.38610
H -1.20450 -2.47220 1.47300
H -2.75480 -3.32490 -1.65210
H -1.17430 -2.49860 -1.58280
H -2.49520 -1.80570 -2.55240
*
```

- Energy: -109604.38854 eV
- Energy above the lowest of the compared OMol25 structures with the same formula, charge and spin: 90.2 kcal/mol
- E_LUMO (alpha / beta): -5.66 / -6.08 eV


Formula: C4H9N2
Source: the Open Molecules 2025 dataset
Level of theory: ωB97M-V with the def2-TZVPD basis set

```
! RIJCOSX wB97M-V def2-TZVPD def2/J DEFGRID3
* xyz 1 1
C -1.70688 -0.13670 -0.69910
C -0.79616 0.07380 1.39921
C 0.25540 1.18985 -0.35130
C 0.56588 -1.28428 -0.26359
N -2.58921 0.26453 0.04737
N -0.36084 -0.15061 -0.03604
H -1.97530 -0.59838 -1.66175
H -0.53437 1.01303 1.90349
H -1.29240 -0.83604 1.90046
H 0.94304 1.10790 -1.25670
H -0.54538 1.92020 -0.53779
H 0.78520 1.65728 0.54201
H 1.26567 -1.06140 0.52826
H -0.17367 -2.09443 -0.16228
H 0.94643 -1.22097 -1.26344
*
```

- Energy: -7261.82831 eV
- Energy above the lowest of the compared OMol25 structures with the same formula, charge and spin: 145.6 kcal/mol
- E_LUMO (alpha / beta): -5.38 / -5.80 eV


Formula: C26H38EuNOP
Source: the Open Molecules 2025 dataset
Level of theory: ωB97M-V with the def2-TZVPD basis set

```
! RIJCOSX wB97M-V def2-TZVPD def2/J DEFGRID3
* xyz 0 8
Eu -0.35369 0.49062 1.90007
C -0.94119 -0.74758 4.21647
C -0.13989 0.38072 4.51377
C -0.88679 1.55372 4.21207
C -2.18539 1.13412 3.80697
C -2.21279 -0.27478 3.80297
H -0.74159 -1.76808 4.52757
H 0.81821 0.36332 5.01857
H -0.63389 2.55792 4.53957
H -3.05209 1.77372 3.70757
H -3.10189 -0.88238 3.70067
C 3.46861 -1.45278 4.30897
P 2.69691 -1.34978 2.66297
C 4.06891 -1.47468 1.46847
C 1.62181 -2.81648 2.46007
O 1.86551 -0.10728 2.45087
H 3.96401 -2.41698 4.39837
H 2.72701 -1.35468 5.09787
H 4.20181 -0.65398 4.41017
H 4.79981 -2.20068 1.81467
H 4.54631 -0.50008 1.37397
H 3.69431 -1.77958 0.49407
H 2.20901 -3.72398 2.36297
H 1.00731 -2.67918 1.56377
H 0.97101 -2.90348 3.32977
C -4.30879 0.63192 -3.81003
C -3.86379 0.58652 -2.38073
C -4.78109 0.60932 -1.34283
C -4.34749 0.54122 -0.02513
C -5.33699 0.55682 1.10457
C -2.98639 0.48512 0.22307
C -2.00879 0.49742 -0.79673
C -2.50599 0.52402 -2.10863
N -0.67789 0.48452 -0.39693
C 0.39731 0.47342 -1.40823
C 1.73481 0.48082 -0.63923
C 2.93101 0.43922 -1.59303
C 2.89801 1.65302 -2.51813
C 1.58291 1.65112 -3.29223
C 1.47561 0.37652 -4.12993
C 1.54941 -0.84598 -3.21573
C 2.86261 -0.83318 -2.43673
C 0.37641 -0.82478 -2.23783
C 0.41821 1.72942 -2.30363
H -5.38969 0.70212 -3.87253
H -3.98529 -0.26638 -4.33443
H -3.87319 1.49442 -4.31213
H -5.83519 0.66402 -1.55993
H -6.33449 0.31002 0.74647
H -5.38349 1.55402 1.54587
H -5.05489 -0.15098 1.88457
H -2.64749 0.41252 1.27837
H -1.84739 0.51412 -2.95763
H 1.77291 -0.40908 0.01257
H 1.78451 1.39922 -0.01923
H 3.85581 0.44942 -1.00453
H 3.73961 1.61172 -3.20913
H 2.98711 2.57422 -1.93913
H 1.54871 2.52192 -3.95473
H 2.28911 0.34412 -4.85733
H 0.53341 0.36862 -4.68203
H 1.49231 -1.75718 -3.81993
H 3.70601 -0.85738 -3.12693
H 2.92121 -1.72468 -1.80493
H 0.43321 -1.67588 -1.54823
H -0.55419 -0.92998 -2.78833
H -0.51099 1.85732 -2.84983
H 0.53201 2.60962 -1.66223
*
```

- Energy: -59736.33704 eV
- E_LUMO (alpha / beta): 0.15 / 0.15 eV


Formula: C3H16N2O3
Source: the Open Molecules 2025 dataset
Level of theory: ωB97M-V with the def2-TZVPD basis set

```
! RIJCOSX wB97M-V def2-TZVPD def2/J DEFGRID3
* xyz 0 1
C 0.31560 1.71854 2.19399
C -0.57782 0.80479 1.29718
N 0.20508 -0.03586 0.39111
C -0.23063 -1.46863 0.17735
N 0.80516 -2.31343 -0.32634
H -0.16709 2.53458 2.67938
H 1.18249 2.08477 1.67963
H 0.92824 1.15234 2.95040
H -1.30360 0.38800 2.02198
H -1.18063 1.51311 0.68100
H 1.19235 -0.09484 0.60343
H -1.08525 -1.38227 -0.52168
H -0.67284 -1.85984 1.10110
H 1.41465 -1.91447 -1.01816
H 1.46442 -2.61123 0.39164
O -3.11270 2.57764 -5.47731
H -2.96011 2.38258 -4.55348
H -3.22033 1.75436 -5.97443
O 3.18486 -1.79912 2.24276
H 4.02981 -1.67063 2.70786
H 2.79814 -2.66937 2.55080
O -1.06121 0.54685 -2.21266
H -0.21816 0.35738 -1.78395
H -1.73042 0.00476 -1.80161
*
```

- SMILES string: CCNCN.O.O.O
- Energy: -12492.30169 eV
- Energy above the lowest of the compared OMol25 structures with the same formula, charge and spin: 32.9 kcal/mol
- E_LUMO: 0.37 eV


Formula: C3HO3
Source: the Open Molecules 2025 dataset
Level of theory: ωB97M-V with the def2-TZVPD basis set

```
! RIJCOSX wB97M-V def2-TZVPD def2/J DEFGRID3
* xyz -1 1
O -2.27587 0.49625 0.81815
C -1.38444 0.26434 0.04444
C -0.31412 0.03490 -0.59716
C 1.08633 -0.19928 0.27165
O 1.64952 0.84411 0.54431
O 1.27904 -1.36859 0.54340
H -0.04047 -0.07173 -1.62479
*
```

- SMILES string: O=C=CC(=O)[O-]
- Energy: -9270.14333 eV
- Energy above the lowest of the compared OMol25 structures with the same formula, charge and spin: 6.9 kcal/mol
- E_LUMO: 4.13 eV


Formula: C4H10N2O2
Source: the Open Molecules 2025 dataset
Level of theory: ωB97M-V with the def2-TZVPD basis set

```
! RIJCOSX wB97M-V def2-TZVPD def2/J DEFGRID3
* xyz 0 1
C -0.57597 1.09692 -3.30284
C -0.25784 1.04970 -1.84659
N -0.62426 2.19343 -1.14970
O 0.19173 0.10189 -1.24719
H -1.52277 1.57409 -3.55943
H -0.68519 0.07685 -3.67412
H 0.18294 1.57871 -3.91896
H -0.48810 2.31257 -0.15652
H -0.95030 2.99015 -1.64211
C -0.24326 -1.49188 3.01622
C 1.03702 -1.83510 2.32103
N 1.29868 -1.02596 1.23043
O 1.82583 -2.62696 2.76800
H -0.94812 -0.80599 2.54238
H 0.01202 -0.96838 3.94157
H -0.83373 -2.36998 3.27446
H 2.10083 -1.17682 0.66701
H 0.48049 -0.67326 0.73635
*
```

- SMILES string: CC(N)=O.CC(N)=O
- Energy: -11386.43283 eV
- Energy above the lowest of the compared OMol25 structures with the same formula, charge and spin: 10.8 kcal/mol
- E_LUMO: 0.57 eV


Question: Among the records above, which one has the lowest energy?
Answer: C20H24AsClIrO6


Question: What is the energy in the sixth record?
Answer: -11386.43283 eV


Question: The highest energy belongs to which entry?
Answer: C4H9N2